w | Molecular formula: C2H11N2O
Method: DFT, ωB97M-V with the def2-TZVPD basis set

Total charge: +1
Frontier orbital gap: 0.4289 hartree

Geometry (Å):
1 C 1.62722 1.60277 1.43152
2 N 0.59469 0.97740 0.54039
3 H 1.13702 2.30756 2.10588
4 H 2.13892 0.91071 2.10276
5 H 2.27373 2.22114 0.74534
6 H 0.44992 1.42693 -0.37529
7 H -0.35812 1.16524 0.86674
8 H 0.78372 -0.09180 0.29700
9 N 0.40778 -1.38235 -0.62202
10 C -1.07380 -1.32266 -0.65219
11 O -1.68186 -0.00756 -0.67021
12 H 0.70876 -2.33760 -0.43393
13 H 0.71784 -1.17871 -1.56936
14 H -1.31855 -1.83752 -1.56662
15 H -1.59329 -1.68957 0.22805
16 H -1.78093 0.27324 -1.58846


x | Molecular formula: C2H11N2O
Method: DFT, ωB97M-V with the def2-TZVPD basis set

Total charge: +1
Frontier orbital gap: 0.4214 hartree

Geometry (Å):
1 C -2.00452 -1.06613 -1.06208
2 N -0.94204 -0.00971 -0.90231
3 H -2.54431 -0.62358 -1.89039
4 H -2.75023 -1.18685 -0.21681
5 H -1.57593 -2.07301 -1.45679
6 H -0.89739 0.50390 -1.82109
7 H -1.09247 0.75886 -0.21980
8 H 0.09218 -0.38552 -0.52669
9 N 1.52165 -0.11699 0.02064
10 C 1.49585 0.84271 1.21843
11 O 0.63813 0.18393 2.18117
12 H 2.03143 -0.86177 0.56422
13 H 2.04730 0.10857 -0.80889
14 H 1.07372 1.86758 0.78476
15 H 2.56567 1.03347 1.47574
16 H 0.34097 1.02456 2.65990


y | Molecular formula: C2H11N2O
Method: DFT, ωB97M-V with the def2-TZVPD basis set

Total charge: +1
Frontier orbital gap: 0.3356 hartree

Geometry (Å):
1 N -0.40247 1.14929 -1.98883
2 H 0.29917 0.99047 -2.71331
3 H 0.12432 1.36741 -1.10990
4 H -1.04412 1.89347 -2.25812
5 H -0.90055 0.29266 -1.71411
6 C 1.16936 0.55778 0.85944
7 N 0.32033 -0.48495 1.41855
8 C -0.46782 -1.26274 0.49774
9 O -1.30129 -2.15905 1.18583
10 H 1.77917 0.09090 0.07845
11 H 1.86735 0.90738 1.61571
12 H 0.64350 1.44885 0.44729
13 H -0.33210 -0.10253 2.09506
14 H -1.19499 -0.62489 -0.06459
15 H 0.17020 -1.68711 -0.28402
16 H -0.73005 -2.37694 1.93483


z | Molecular formula: C2H11N2O
Method: DFT, ωB97M-V with the def2-TZVPD basis set

Total charge: +1
Frontier orbital gap: 0.4280 hartree

Geometry (Å):
1 C -1.08974 0.92403 2.17887
2 N -0.38548 -0.14621 1.31456
3 H -0.64147 0.98340 3.16395
4 H -0.81363 1.91082 1.76949
5 H -2.07037 0.48056 2.08846
6 H -1.07849 -0.86555 1.10888
7 H 0.34852 -0.57073 1.87447
8 H 0.36335 0.45055 0.28962
9 N 0.94864 0.29276 -0.83093
10 C 0.34267 -0.39214 -2.05367
11 O 0.71532 -1.71167 -1.78809
12 H 1.89006 -0.12500 -0.57712
13 H 0.91684 1.26187 -1.12607
14 H -0.74311 -0.35548 -1.92142
15 H 0.65788 0.17948 -2.95712
16 H 0.63899 -2.31670 -2.53387


w has the most favorable energy; the next structure is 0.0281 hartree above.


w | Molecular formula: C2H11N2O
Method: DFT, ωB97M-V with the def2-TZVPD basis set

Total charge: +1
Frontier orbital gap: 0.4208 hartree

Geometry (Å):
1 C 1.86307 -1.00776 -1.88928
2 N 1.46503 -0.36422 -0.67256
3 H 2.72910 -1.60563 -1.72148
4 H 0.96140 -1.57851 -2.35992
5 H 2.14874 -0.49783 -2.83615
6 H 2.02072 0.49362 -0.54023
7 H 1.77168 -0.93073 0.12657
8 H -0.05653 -0.50644 -0.12391
9 N -0.98022 -0.64694 0.53149
10 C -1.60178 0.74703 0.57212
11 O -0.82848 1.43809 1.47531
12 H -0.57620 -0.67594 1.61358
13 H -1.57777 -1.39970 0.41788
14 H -1.72706 1.14125 -0.44176
15 H -2.64764 0.60467 1.04965
16 H -1.37999 2.09299 1.90366


x | Molecular formula: C2H11N2O
Method: DFT, ωB97M-V with the def2-TZVPD basis set

Total charge: +1
Frontier orbital gap: 0.4254 hartree

Geometry (Å):
1 C 0.33756 0.96951 -1.91260
2 N 1.10896 0.51356 -0.72946
3 H 0.46046 2.03317 -2.00729
4 H -0.69859 0.79641 -1.76509
5 H 0.74645 0.51153 -2.82146
6 H 2.10488 0.52233 -0.91331
7 H 0.76514 0.83497 0.19970
8 H 0.92006 -0.50863 -0.64486
9 N -0.41582 -1.34731 0.48538
10 C -0.59441 -0.67627 1.75808
11 O -0.27262 0.68721 1.61262
12 H -1.20778 -1.14092 -0.13373
13 H -0.50261 -2.34758 0.57154
14 H -0.02970 -1.22028 2.49868
15 H -1.62136 -0.79837 2.08456
16 H -1.10061 1.17068 1.71724


x has the most favorable energy; the next structure is 0.0419 hartree above.


w | Molecular formula: C6H14P
Method: DFT, ωB97M-V with the def2-TZVPD basis set

Total charge: +1
Frontier orbital gap (alpha / beta): 0.3331 / 0.2788 hartree

Geometry (Å):
1 C 1.38285 0.13056 1.66486
2 C -1.04994 -0.00201 -0.15732
3 C -1.69291 -1.29664 0.28640
4 C -1.70193 1.31010 0.01056
5 C 1.27504 1.29548 -1.02817
6 C 1.51511 -1.74463 -0.64329
7 P 0.72984 -0.14800 -0.07336
8 H 1.44726 1.23155 1.96953
9 H 0.85226 -0.41423 2.45865
10 H -2.30121 -0.96875 1.15529
11 H -0.94791 -2.08252 0.49696
12 H -2.33592 -1.67218 -0.52585
13 H -1.28090 2.15200 -0.53352
14 H -1.91015 1.75360 0.99854
15 H -2.78101 1.28132 -0.36016
16 H 0.33517 1.87025 -0.92615
17 H 1.44363 1.15200 -2.11805
18 H 2.12430 1.89771 -0.63968
19 H 1.57909 -2.35970 0.25514
20 H 2.49289 -1.29578 -0.81132
21 H 0.82442 -2.09014 -1.47907


x | Molecular formula: C6H14P
Method: DFT, ωB97M-V with the def2-TZVPD basis set

Total charge: +1
Frontier orbital gap: 0.3892 hartree

Geometry (Å):
1 C -0.84737 -0.88709 1.39344
2 C -0.60629 -1.10304 -0.10132
3 C 1.46003 -1.09601 -1.74184
4 C 0.97021 1.33979 0.89034
5 C -2.16107 2.16658 0.14634
6 C 0.78017 -1.73111 -0.52800
7 P -0.60584 0.65808 0.39676
8 H -1.91076 -1.05998 1.65858
9 H 0.06088 -1.27933 1.97113
10 H -1.27746 -1.29815 -0.90703
11 H 1.97035 -0.14322 -1.46875
12 H 0.89024 -1.12082 -2.62758
13 H 2.34237 -1.62628 -1.99215
14 H 1.61829 1.23594 -0.00906
15 H 1.41699 0.76551 1.71478
16 H 0.86025 2.35249 1.21537
17 H -2.41809 2.49388 1.18816
18 H -2.92166 1.60540 -0.48085
19 H -1.68549 3.06838 -0.35090
20 H 1.34092 -1.54418 0.41047
21 H 0.72335 -2.79685 -0.77791


x has the most favorable energy; the next structure is 0.0435 hartree above.